Entry 1:
{
  "formula": "C24H30Cl5N4OS4W",
  "method": "wB97M-V/def2-TZVPD",
  "energy_ev": -141129.0096,
  "multiplicity": 3,
  "lumo_ev": [-11.495, -11.014],
  "homo_lumo_gap_ev": [3.982, 4.463],
  "e_homo_ha": [-0.569, -0.569],
  "total_charge": 3,
  "relative_energy_ev": 3.493,
  "symbols": ["W", "C", "C", "S", "C", "C", "S", "C", "C", "S", "H", "H", "H", "H", "H", "H", "H", "H", "H", "H", "H", "H", "Cl", "C", "C", "C", "Cl", "C", "Cl", "C", "Cl", "C", "Cl", "C", "C", "C", "C", "N", "C", "N", "N", "N", "H", "H", "H", "H", "H", "H", "H", "H", "H", "H", "C", "S", "O", "C", "C", "C", "C", "C", "C", "H", "H", "H", "H", "H", "H", "H", "H"],
  "xyz": [[5.007, -15.204, -10.585], [6.266, -17.937, -9.877], [4.829, -18.233, -10.405], [3.605, -16.928, -11.086], [3.759, -16.950, -12.978], [4.709, -15.986, -13.678], [6.147, -15.339, -12.712], [7.335, -16.768, -12.976], [8.201, -16.880, -11.746], [7.200, -16.401, -10.295], [6.959, -18.691, -10.242], [6.328, -17.889, -8.798], [4.201, -18.655, -9.608], [4.888, -18.964, -11.223], [2.695, -16.763, -13.249], [4.017, -17.980, -13.215], [4.182, -15.092, -14.030], [5.147, -16.477, -14.541], [7.916, -16.579, -13.892], [6.758, -17.689, -13.115], [8.977, -16.118, -11.711], [8.647, -17.875, -11.593], [7.253, -12.432, -8.590], [5.853, -11.983, -9.470], [5.131, -12.933, -10.238], [4.116, -12.503, -11.084], [3.263, -13.816, -11.960], [3.653, -11.214, -11.091], [2.298, -10.855, -12.087], [4.253, -10.257, -10.253], [3.611, -8.688, -10.157], [5.367, -10.664, -9.473], [6.079, -9.431, -8.429], [4.136, -11.464, -5.701], [4.597, -12.615, -4.805], [6.084, -12.657, -4.509], [4.090, -13.987, -5.312], [4.860, -14.456, -6.420], [4.622, -14.326, -7.753], [5.226, -15.283, -8.432], [5.914, -16.066, -7.484], [5.654, -15.625, -6.255], [4.500, -10.488, -5.307], [3.027, -11.385, -5.771], [4.535, -11.513, -6.717], [4.035, -12.588, -3.869], [6.684, -12.442, -5.408], [6.387, -13.645, -4.110], [6.364, -11.936, -3.719], [3.059, -13.765, -5.674], [4.094, -14.776, -4.550], [4.133, -13.486, -8.189], [8.119, -11.660, -12.225], [9.277, -13.042, -12.427], [8.860, -13.785, -11.180], [10.875, -12.382, -12.008], [11.837, -12.769, -12.948], [13.131, -12.945, -12.479], [13.486, -12.618, -11.181], [12.599, -11.858, -10.399], [11.248, -11.797, -10.791], [7.960, -11.424, -11.148], [7.172, -12.047, -12.702], [8.458, -10.834, -12.832], [11.597, -13.017, -13.981], [13.882, -13.256, -13.170], [14.453, -12.894, -10.758], [12.882, -11.350, -9.498], [10.486, -11.386, -10.126]]
}

***

Entry 2:
{
  "formula": "NO4S2",
  "method": "wB97M-V/def2-TZVPD",
  "energy_ev": -31334.9957,
  "lumo_ev": -9.116,
  "homo_lumo_gap_ev": 9.031,
  "e_homo_ha": -0.667,
  "total_charge": 1,
  "relative_energy_ev": 1.444,
  "symbols": ["N", "O", "O", "O", "O", "S", "S"],
  "xyz": [[-2.738, 1.061, -0.068], [2.018, -1.246, -0.035], [2.448, 1.180, 0.179], [0.134, 0.289, -0.136], [-1.675, -1.406, 0.118], [1.608, 0.127, -0.055], [-1.796, -0.005, -0.004]]
}

***

Entry 3:
{
  "formula": "H16O8",
  "method": "wB97M-V/def2-TZVPD",
  "energy_ev": -16636.8845,
  "lumo_ev": -0.410,
  "homo_lumo_gap_ev": 9.430,
  "e_homo_ha": -0.362,
  "relative_energy_ev": 5.126,
  "symbols": ["H", "H", "H", "H", "H", "H", "H", "H", "H", "H", "H", "H", "H", "H", "H", "H", "O", "O", "O", "O", "O", "O", "O", "O"],
  "xyz": [[0.256, -0.842, 1.534], [0.316, 0.482, 0.781], [1.401, 4.070, 2.471], [2.011, 4.172, 3.980], [-1.665, -1.309, -1.866], [-2.608, -0.831, -2.939], [1.992, -2.017, 0.717], [1.131, -2.796, -0.270], [0.133, -1.935, -2.928], [-0.224, -1.092, -4.014], [-1.747, -1.451, 1.394], [-1.714, 0.060, 1.128], [-2.833, 0.840, -1.801], [-3.980, 0.488, -0.840], [4.882, 1.677, 1.527], [3.919, 0.744, 2.284], [0.559, -0.012, 1.601], [1.210, 4.065, 3.471], [-2.019, -0.517, -2.307], [1.983, -2.641, -0.051], [0.139, -1.949, -3.913], [-2.297, -0.701, 1.313], [-3.722, 0.440, -1.706], [3.988, 1.282, 1.448]]
}

***

Entry 4:
{
  "formula": "C5H6NO",
  "method": "wB97M-V/def2-TZVPD",
  "energy_ev": -8802.8653,
  "lumo_ev": -7.680,
  "homo_lumo_gap_ev": 8.023,
  "e_homo_ha": -0.577,
  "total_charge": 1,
  "relative_energy_ev": 10.086,
  "symbols": ["C", "C", "C", "C", "C", "N", "O", "H", "H", "H", "H", "H", "H"],
  "xyz": [[1.448, -0.946, 0.432], [1.602, 0.282, 0.162], [-0.166, 1.191, -0.364], [0.048, -0.727, -0.287], [-0.980, -1.296, 0.576], [1.222, 1.456, -0.242], [1.795, 2.468, -0.476], [-0.584, 1.695, -1.297], [-0.795, 1.721, 0.433], [0.175, -1.214, -1.333], [-0.750, -2.384, 0.604], [-2.032, -1.283, 0.147], [-0.984, -0.961, 1.645]]
}

***

Entry 5:
{
  "formula": "C22H23BrLuN2O4S4",
  "method": "wB97M-V/def2-TZVPD",
  "energy_ev": -181362.7343,
  "lumo_ev": -2.818,
  "homo_lumo_gap_ev": 9.092,
  "e_homo_ha": -0.438,
  "total_charge": 1,
  "relative_energy_ev": 0.184,
  "symbols": ["Lu", "C", "C", "S", "C", "C", "S", "C", "C", "S", "C", "C", "S", "H", "H", "H", "H", "H", "H", "H", "H", "H", "H", "H", "H", "H", "H", "H", "H", "Br", "C", "C", "C", "C", "C", "N", "C", "O", "O", "H", "H", "H", "O", "C", "N", "C", "O", "C", "C", "C", "C", "C", "C", "H", "H", "H", "H"],
  "xyz": [[0.025, -0.563, 0.180], [-0.271, 1.418, 3.694], [-1.626, 1.753, 3.084], [-1.800, 1.512, 1.304], [-1.265, 3.080, 0.582], [0.172, 3.514, 0.845], [1.348, 2.316, 0.194], [2.659, 2.330, 1.412], [3.599, 1.168, 1.107], [2.843, -0.460, 0.973], [2.816, -1.058, 2.671], [1.937, -0.304, 3.664], [0.181, -0.248, 3.210], [-0.334, 1.497, 4.780], [0.491, 2.110, 3.346], [-1.899, 2.788, 3.299], [-2.404, 1.129, 3.526], [-1.953, 3.853, 0.928], [-1.423, 2.956, -0.491], [0.361, 3.653, 1.909], [0.332, 4.476, 0.358], [2.247, 2.254, 2.415], [3.218, 3.265, 1.344], [4.389, 1.104, 1.857], [4.094, 1.332, 0.149], [3.845, -1.057, 3.033], [2.503, -2.096, 2.572], [2.274, 0.725, 3.782], [2.030, -0.785, 4.637], [-3.416, -0.349, -1.211], [-3.073, -1.897, -0.200], [-4.055, -2.866, -0.110], [-3.734, -4.054, 0.522], [-2.450, -4.247, 1.007], [-1.546, -3.217, 0.890], [-1.861, -2.031, 0.331], [-0.109, -3.398, 1.313], [0.283, -4.473, 1.684], [0.585, -2.294, 1.194], [-5.028, -2.696, -0.545], [-4.475, -4.838, 0.603], [-2.124, -5.173, 1.456], [0.180, -1.753, -1.700], [0.108, -0.723, -2.423], [-0.072, 0.470, -1.828], [-0.115, 1.455, -2.829], [-0.332, 2.624, -2.641], [0.060, 0.752, -4.153], [0.085, 1.244, -5.438], [0.277, 0.318, -6.465], [0.434, -1.042, -6.201], [0.401, -1.528, -4.895], [0.209, -0.599, -3.895], [-0.032, 2.300, -5.640], [0.306, 0.662, -7.490], [0.583, -1.729, -7.024], [0.519, -2.581, -4.677]]
}

***

Entry 6:
{
  "formula": "C10H15AlO6",
  "method": "wB97M-V/def2-TZVPD",
  "energy_ev": -29487.2880,
  "multiplicity": 2,
  "lumo_ev": [-3.492, -6.579],
  "homo_lumo_gap_ev": [9.679, 6.545],
  "e_homo_ha": [-0.484, -0.482],
  "total_charge": 1,
  "symbols": ["Al", "C", "C", "O", "O", "H", "H", "H", "O", "C", "O", "C", "C", "C", "H", "H", "H", "H", "H", "H", "O", "C", "O", "C", "C", "C", "H", "H", "H", "H", "H", "H"],
  "xyz": [[16.234, 18.751, 15.935], [18.407, 16.243, 19.597], [17.783, 16.729, 18.335], [16.588, 17.126, 18.348], [18.515, 16.838, 17.244], [18.328, 17.019, 20.359], [19.449, 15.995, 19.396], [17.811, 15.382, 19.899], [15.853, 20.406, 13.489], [15.712, 20.755, 12.317], [15.744, 19.833, 11.391], [15.712, 20.350, 10.066], [15.589, 21.844, 10.238], [15.438, 22.144, 11.750], [14.943, 20.027, 9.364], [16.655, 20.222, 9.534], [14.760, 22.244, 9.654], [16.444, 22.323, 9.760], [14.434, 22.297, 12.144], [16.134, 22.906, 12.100], [14.788, 19.806, 18.315], [13.914, 19.965, 19.151], [14.220, 20.326, 20.406], [13.069, 20.588, 21.139], [11.922, 20.741, 20.140], [12.428, 19.968, 18.937], [13.204, 21.495, 21.728], [12.862, 19.682, 21.709], [11.722, 21.780, 19.877], [11.046, 20.239, 20.552], [12.217, 20.433, 17.974], [12.022, 18.958, 19.006]]
}